[1]
{"formula": "C3H6O2", "method": "ωB97M-V with the def2-TZVPD basis set", "species": ["C", "C", "C", "H", "H", "H", "H", "H", "H", "O", "O"], "xyz": [[-1.133, 0.429, 0.116], [0.376, 0.497, 0.088], [1.400, -0.418, -0.382], [-1.063, -1.574, 0.291], [-0.991, 0.966, 1.159], [-1.761, 1.295, -0.380], [0.641, 1.476, 0.062], [2.407, -0.357, -0.784], [0.896, -1.017, -1.278], [-1.840, -0.823, 0.098], [1.068, -0.474, 1.012]], "relative_energy_kcal_mol": 104.0, "e_homo_ev": -9.801, "orbital_gap_ev": 10.7, "smiles": "OC[C@@H]1CO1", "mol_weight_g_mol": 74.079}

=====

[2]
{"formula": "C25H44BrClF10N2O8PS2", "method": "ωB97M-V with the def2-TZVPD basis set", "species": ["C", "C", "C", "C", "C", "C", "C", "C", "C", "C", "O", "N", "C", "C", "O", "F", "C", "C", "C", "C", "C", "F", "F", "C", "F", "F", "S", "F", "F", "F", "F", "F", "C", "Cl", "P", "O", "Br", "O", "C", "S", "O", "C", "C", "O", "C", "C", "H", "H", "H", "H", "H", "H", "H", "H", "H", "H", "H", "H", "H", "H", "H", "H", "H", "H", "H", "H", "H", "H", "H", "H", "H", "H", "H", "H", "H", "H", "H", "H", "H", "H", "H", "H", "H", "H", "H", "H", "H", "C", "N", "O", "O", "H", "H", "H"], "xyz": [[-4.956, 3.946, 0.610], [-5.147, 2.725, 1.511], [-4.585, 1.431, 0.886], [-3.621, 0.665, 1.799], [-2.711, -0.295, 1.019], [-1.456, -0.818, 1.745], [-0.158, 0.011, 1.844], [-0.291, 1.300, 2.682], [-0.383, 1.251, 4.220], [-1.564, 0.507, 4.842], [-0.353, 2.611, 4.649], [0.433, 0.447, 0.479], [-0.283, 1.608, -0.145], [0.416, 2.941, 0.065], [-0.110, 3.981, 0.112], [1.774, 2.790, 0.172], [0.850, -0.647, -0.548], [1.808, 0.051, -1.516], [-0.394, -1.175, -1.299], [-0.181, -1.678, -2.736], [-0.609, -0.686, -3.822], [-0.675, 0.582, -3.328], [-1.842, -0.998, -4.239], [0.350, -0.726, -5.055], [0.187, -1.921, -5.612], [1.608, -0.643, -4.602], [0.167, 0.626, -6.394], [1.645, 0.344, -6.877], [0.713, 1.688, -5.335], [-1.320, 0.934, -5.947], [-0.370, -0.397, -7.457], [0.066, 1.773, -7.454], [1.653, -1.768, 0.231], [1.338, -3.365, -0.506], [3.606, -1.447, 0.312], [3.958, -2.657, 1.322], [4.311, -2.310, -1.617], [1.252, -1.972, 1.564], [0.950, -0.911, 2.429], [2.551, -0.034, 2.904], [0.442, -1.442, 3.583], [0.767, -2.783, 3.982], [2.203, -2.947, 4.469], [2.217, -4.085, 5.293], [3.084, -4.026, 6.420], [4.490, -4.514, 6.101], [-5.262, 3.732, -0.416], [-5.539, 4.796, 0.966], [-3.909, 4.263, 0.595], [-4.650, 2.915, 2.468], [-6.207, 2.607, 1.739], [-4.075, 1.683, -0.052], [-5.419, 0.775, 0.625], [-3.046, 1.386, 2.384], [-4.202, 0.084, 2.522], [-2.508, 0.154, 0.051], [-3.303, -1.185, 0.785], [-1.189, -1.789, 1.325], [-1.739, -1.039, 2.772], [-1.148, 1.880, 2.335], [0.589, 1.925, 2.489], [0.543, 0.847, 4.625], [-2.443, 0.453, 4.201], [-1.286, -0.509, 5.119], [-1.834, 1.034, 5.756], [-1.118, 3.084, 4.300], [1.340, 0.836, 0.759], [-0.384, 1.449, -1.217], [-1.283, 1.725, 0.254], [1.276, 0.704, -2.206], [2.556, 0.656, -0.999], [2.327, -0.688, -2.121], [-0.830, -1.992, -0.732], [-1.161, -0.411, -1.324], [0.826, -2.045, -2.921], [-0.826, -2.546, -2.879], [3.611, -3.520, 1.051], [2.488, 1.089, 2.174], [0.513, -3.492, 3.194], [0.114, -2.989, 4.830], [2.496, -2.046, 5.023], [2.896, -3.080, 3.632], [2.628, -4.655, 7.185], [3.113, -3.005, 6.818], [4.539, -5.602, 6.090], [4.832, -4.134, 5.136], [5.186, -4.161, 6.865], [1.526, 2.833, -10.091], [1.209, 3.805, -11.176], [1.951, 3.849, -12.132], [0.219, 4.488, -11.015], [2.428, 2.298, -10.364], [1.656, 3.406, -9.178], [0.673, 2.167, -10.002]], "e_homo_ev": -12.078, "orbital_gap_ev": 9.5, "total_charge": 1, "mol_weight_g_mol": 901.078}

=====

[3]
{"formula": "C9H21F3N3O3Pt", "method": "ωB97M-V with the def2-TZVPD basis set", "species": ["Pt", "F", "F", "F", "C", "O", "N", "C", "C", "H", "H", "H", "H", "H", "H", "H", "C", "O", "N", "C", "C", "H", "H", "H", "H", "H", "H", "H", "C", "O", "N", "C", "C", "H", "H", "H", "H", "H", "H", "H"], "xyz": [[0.703, -1.904, -1.080], [2.641, -2.355, -1.869], [-0.082, -3.953, -1.590], [1.679, -2.705, 0.748], [-1.645, -0.675, 0.865], [-1.217, -1.160, -0.241], [-1.653, -1.364, 2.036], [-2.049, -0.738, 3.291], [-1.210, -2.802, 2.110], [-2.202, 0.273, 0.813], [-1.960, 0.348, 3.302], [-1.467, -1.036, 4.163], [-3.131, -0.706, 3.412], [-2.104, -3.367, 2.373], [-0.891, -3.318, 1.204], [-0.468, -2.916, 2.901], [2.472, 0.258, 0.427], [1.399, 0.193, -0.179], [2.991, 1.322, 0.988], [4.274, 1.359, 1.662], [2.153, 2.477, 1.318], [3.161, -0.600, 0.447], [5.013, 0.745, 1.147], [4.167, 1.145, 2.725], [4.796, 2.316, 1.669], [2.849, 3.264, 1.028], [1.153, 2.499, 0.885], [2.026, 2.462, 2.400], [-0.972, -0.351, -3.374], [-0.049, -0.703, -2.610], [-1.631, 0.830, -3.149], [-1.261, 1.764, -2.131], [-2.918, 1.098, -3.822], [-1.223, -0.791, -4.351], [-0.174, 1.827, -2.078], [-1.666, 1.189, -1.298], [-1.822, 2.697, -2.176], [-3.630, 1.485, -3.093], [-2.840, 1.773, -4.675], [-3.213, 0.120, -4.200]], "s_squared": 3.761, "e_homo_ev": [-8.298, -9.023], "orbital_gap_ev": [8.4, 7.4], "spin_multiplicity": 4, "mol_weight_g_mol": 471.357}

=====

[4]
{"formula": "C25H46O2OsP2", "method": "ωB97M-V with the def2-TZVPD basis set", "species": ["Os", "C", "C", "C", "C", "C", "C", "H", "H", "H", "C", "H", "H", "H", "C", "H", "H", "H", "C", "H", "H", "H", "C", "H", "H", "H", "C", "C", "C", "C", "C", "C", "C", "C", "H", "H", "H", "H", "H", "H", "H", "H", "H", "H", "H", "H", "P", "C", "H", "H", "H", "C", "H", "H", "H", "C", "H", "H", "H", "P", "C", "H", "H", "H", "C", "H", "H", "H", "C", "H", "H", "H", "O", "C", "O", "H"], "xyz": [[0.344, 0.227, 0.093], [2.264, -0.610, 0.289], [2.262, 0.716, 0.840], [0.695, -0.548, 2.002], [1.340, -1.402, 1.046], [1.302, 0.757, 1.906], [3.290, -1.142, -0.659], [3.493, -0.425, -1.459], [2.946, -2.073, -1.112], [4.238, -1.348, -0.139], [1.288, -2.888, 1.129], [1.886, -3.339, 0.334], [0.246, -3.226, 1.045], [1.683, -3.178, 2.113], [-0.178, -1.074, 3.094], [0.448, -1.548, 3.863], [-0.858, -1.834, 2.690], [-0.777, -0.287, 3.560], [1.175, 1.859, 2.902], [2.105, 2.010, 3.471], [0.377, 1.657, 3.618], [0.960, 2.800, 2.385], [3.213, 1.805, 0.483], [4.136, 1.769, 1.079], [2.735, 2.774, 0.658], [3.493, 1.729, -0.576], [-0.021, 2.589, -2.402], [1.303, 2.535, -2.183], [2.162, 3.756, -2.266], [2.173, 4.687, -1.013], [1.122, 4.386, 0.018], [-0.182, 4.553, -0.251], [-0.690, 4.976, -1.602], [-0.716, 3.880, -2.712], [1.879, 4.363, -3.141], [2.076, 5.726, -1.377], [3.196, 3.433, -2.461], [-0.285, 4.327, -3.625], [-0.640, 1.695, -2.529], [1.833, 1.583, -2.082], [-1.766, 3.678, -2.975], [-1.721, 5.341, -1.463], [-0.932, 4.566, 0.546], [-0.121, 5.840, -1.989], [3.169, 4.630, -0.550], [1.462, 4.206, 1.041], [-0.141, -1.031, -2.001], [0.246, -2.825, -1.976], [-0.071, -3.265, -2.934], [-0.332, -3.280, -1.159], [1.318, -3.004, -1.837], [-1.877, -1.050, -2.574], [-1.985, -1.868, -3.302], [-2.148, -0.100, -3.052], [-2.533, -1.258, -1.717], [0.841, -0.503, -3.453], [0.655, 0.550, -3.693], [0.570, -1.135, -4.312], [1.909, -0.631, -3.232], [-1.919, 0.995, 0.594], [-1.890, 2.336, 1.834], [-2.862, 2.851, 1.843], [-1.108, 3.057, 1.567], [-1.675, 1.942, 2.834], [-2.794, 1.815, -0.777], [-2.196, 2.660, -1.145], [-3.758, 2.195, -0.408], [-2.975, 1.110, -1.597], [-3.112, -0.203, 1.295], [-3.946, 0.330, 1.779], [-2.606, -0.835, 2.035], [-3.483, -0.861, 0.498], [-2.962, -4.089, 1.682], [-2.507, -3.732, 0.563], [-1.777, -2.728, 0.259], [-2.766, -4.373, -0.314]], "relative_energy_kcal_mol": 0.0, "s_squared": 6.022, "e_homo_ev": [-14.029, -13.338], "orbital_gap_ev": [8.0, 2.8], "total_charge": 2, "spin_multiplicity": 5, "mol_weight_g_mol": 630.819}

=====

[5]
{"formula": "C18H52O8", "method": "ωB97M-V with the def2-TZVPD basis set", "species": ["C", "C", "C", "O", "H", "H", "H", "H", "H", "H", "H", "H", "C", "C", "C", "O", "H", "H", "H", "H", "H", "H", "H", "H", "C", "C", "C", "O", "H", "H", "H", "H", "H", "H", "H", "H", "C", "C", "C", "O", "H", "H", "H", "H", "H", "H", "H", "H", "C", "C", "C", "O", "H", "H", "H", "H", "H", "H", "H", "H", "C", "O", "H", "H", "H", "H", "C", "O", "H", "H", "H", "H", "C", "O", "H", "H", "H", "H"], "xyz": [[3.150, -2.894, -3.403], [1.942, -2.778, -2.467], [0.677, -3.371, -3.036], [2.177, -3.480, -1.237], [3.133, -3.895, -3.839], [4.047, -2.877, -2.776], [3.163, -2.098, -4.137], [1.853, -1.715, -2.218], [-0.158, -2.826, -2.590], [0.629, -4.452, -2.937], [0.533, -3.172, -4.106], [3.104, -3.396, -0.989], [-0.895, -3.914, 0.528], [0.120, -4.279, 1.617], [0.747, -2.963, 2.123], [-0.550, -4.962, 2.688], [-0.504, -3.197, -0.209], [-1.801, -3.449, 0.914], [-1.039, -4.760, -0.155], [0.948, -4.884, 1.259], [1.365, -2.535, 1.330], [1.410, -3.267, 2.938], [0.031, -2.202, 2.436], [-1.287, -4.431, 2.998], [-4.124, -0.014, -0.674], [-3.849, -0.280, -2.139], [-4.189, -1.686, -2.624], [-4.565, 0.744, -2.859], [-3.996, 0.994, -0.291], [-3.563, -0.693, -0.016], [-5.155, -0.313, -0.421], [-2.783, -0.034, -2.272], [-3.588, -1.933, -3.499], [-5.242, -1.753, -2.892], [-3.910, -2.392, -1.839], [-5.092, 0.399, -3.582], [4.307, -0.347, 1.909], [4.376, 0.517, 0.663], [4.219, -0.239, -0.629], [3.382, 1.559, 0.809], [3.344, -0.872, 1.939], [4.327, 0.283, 2.792], [5.076, -1.126, 1.916], [5.310, 1.085, 0.601], [3.206, -0.668, -0.738], [4.768, -1.198, -0.624], [4.493, 0.246, -1.561], [2.492, 1.209, 0.580], [1.399, 4.163, 2.806], [0.670, 4.564, 1.524], [1.576, 4.678, 0.318], [-0.360, 3.534, 1.209], [2.279, 3.542, 2.582], [0.782, 3.650, 3.539], [1.899, 5.022, 3.273], [0.074, 5.460, 1.737], [2.037, 3.725, 0.073], [2.276, 5.499, 0.453], [0.921, 4.969, -0.511], [-1.180, 3.776, 1.641], [-2.135, 1.173, 3.093], [-2.461, 0.849, 4.442], [-2.803, 0.658, 2.386], [-2.364, 2.226, 2.939], [-1.107, 0.890, 2.859], [-2.629, -0.094, 4.505], [-3.372, 3.898, -1.047], [-3.069, 5.208, -1.506], [-4.057, 3.333, -1.685], [-2.447, 3.308, -1.118], [-3.680, 3.981, -0.011], [-2.392, 5.113, -2.181], [-0.528, 0.588, -0.293], [0.610, 1.146, 0.395], [-0.793, 1.349, -1.043], [-0.150, -0.288, -0.809], [-1.387, 0.387, 0.348], [0.353, 1.999, 0.801]], "relative_energy_kcal_mol": 70.6, "e_homo_ev": -9.817, "orbital_gap_ev": 10.2, "smiles": "CC(C)O.CC(C)O.CC(C)O.CC(C)O.CC(C)O.CO.CO.CO", "mol_weight_g_mol": 396.606}